[1]
Here is a 6-piece molecular cluster, C33H70N3O11S5 overall at a distorted geometry from the Open Molecules 2025 dataset. Energies are from ωB97M-V/def2-TZVPD.

Last column: Löwdin charge in e.
Element x y z (Å)
C -4.833 -2.093 -4.384  -0.0820
O -3.614 -1.534 -4.866  -0.1908
C -2.500 -2.402 -4.852  -0.2518
C -1.535 -2.032 -3.732  -0.1665
C -2.207 -1.992 -2.365  -0.2014
C -2.522 -3.370 -1.775  -0.1968
C -1.539 -3.788 -0.686  -0.1963
C -1.430 -2.807 0.496  -0.2118
C 0.042 -2.528 0.869  -0.1984
C 0.354 -1.127 1.392  -0.1935
C -0.600 -0.573 2.469  -0.1815
C 0.162 0.076 3.648  -0.1724
C -0.150 1.548 3.833  -0.1588
N -1.594 1.820 4.109  0.1516
C -1.903 2.297 5.296  -0.3882
N -3.089 2.980 5.417  0.1847
N -1.099 2.081 6.377  0.1668
H -5.496 -2.303 -5.224  0.0852
H -5.316 -1.350 -3.756  0.0819
H -4.662 -3.002 -3.815  0.0850
H -2.791 -3.454 -4.819  0.1206
H -1.978 -2.255 -5.800  0.1075
H -1.172 -1.031 -3.964  0.1126
H -0.675 -2.703 -3.742  0.1169
H -1.561 -1.441 -1.684  0.1009
H -3.116 -1.411 -2.456  0.0767
H -2.453 -4.122 -2.562  0.1084
H -3.553 -3.414 -1.425  0.0968
H -1.816 -4.765 -0.294  0.1093
H -0.560 -3.921 -1.145  0.1039
H -1.917 -3.243 1.368  0.1008
H -1.953 -1.874 0.289  0.0948
H 0.626 -2.668 -0.038  0.1023
H 0.385 -3.286 1.571  0.1153
H 0.372 -0.436 0.552  0.1132
H 1.368 -1.141 1.790  0.0927
H -1.217 0.185 1.988  0.0973
H -1.261 -1.351 2.835  0.0981
H 1.222 0.013 3.433  0.0818
H -0.014 -0.467 4.575  0.1142
H 0.081 2.036 2.890  0.1301
H 0.467 2.012 4.588  0.1008
H -2.006 2.410 3.389  0.1670
H -3.072 3.930 5.058  0.1316
H -3.361 2.981 6.394  0.1193
H -0.482 2.840 6.622  0.0663
H -1.095 1.251 6.943  0.1306
C -2.311 -3.067 -8.841  -0.2254
C -2.442 -3.784 -10.192  -0.2128
C -3.318 -5.024 -9.968  -0.2179
S -4.405 -4.623 -8.590  0.6586
O -4.081 -5.485 -7.480  -0.3238
O -5.761 -4.499 -9.057  -0.3206
C -3.722 -3.003 -8.265  -0.2262
H -1.881 -2.073 -8.947  0.1157
H -1.665 -3.645 -8.176  0.1158
H -2.920 -3.119 -10.914  0.1169
H -1.471 -4.063 -10.598  0.1127
H -3.933 -5.269 -10.830  0.1020
H -2.730 -5.891 -9.675  0.1034
H -3.754 -2.815 -7.195  0.0751
H -4.334 -2.273 -8.793  0.1135
C 5.029 0.086 1.633  -0.2000
C 5.317 1.337 0.794  -0.2067
C 4.485 2.484 1.380  -0.2029
S 4.275 2.101 3.122  0.6750
O 2.869 1.864 3.383  -0.3401
O 4.999 3.045 3.937  -0.3247
C 5.122 0.527 3.091  -0.2208
H 5.730 -0.717 1.415  0.1240
H 4.022 -0.279 1.416  0.1135
H 6.380 1.580 0.860  0.1248
H 5.072 1.178 -0.251  0.0655
H 4.974 3.451 1.298  0.1052
H 3.493 2.532 0.933  0.1075
H 4.641 -0.150 3.793  0.1080
H 6.153 0.709 3.393  0.1113
C -5.577 -0.265 2.713  -0.2180
C -4.972 -1.663 2.519  -0.2081
C -5.473 -2.195 1.174  -0.2066
S -5.779 -0.751 0.146  0.6639
O -7.188 -0.667 -0.124  -0.3018
O -4.817 -0.705 -0.924  -0.3178
C -5.367 0.469 1.392  -0.2297
H -5.114 0.267 3.542  0.1032
H -6.645 -0.347 2.925  0.1220
H -3.884 -1.590 2.503  0.0942
H -5.244 -2.338 3.330  0.1172
H -4.744 -2.826 0.671  0.0876
H -6.418 -2.726 1.272  0.1095
H -6.007 1.339 1.259  0.1079
H -4.322 0.744 1.243  0.0961
C 3.668 5.070 8.826  -0.2098
C 4.104 4.498 7.469  -0.2015
C 2.919 3.705 6.905  -0.2163
S 1.445 4.474 7.590  0.6644
O 0.769 3.510 8.433  -0.3348
O 0.693 5.116 6.532  -0.3395
C 2.286 5.679 8.602  -0.2219
H 4.369 5.815 9.197  0.1203
H 3.605 4.270 9.566  0.1220
H 4.357 5.314 6.790  0.1226
H 4.984 3.866 7.561  0.1200
H 2.865 3.746 5.820  0.0867
H 2.928 2.668 7.237  0.1097
H 1.715 5.839 9.514  0.1126
H 2.342 6.602 8.026  0.1131
C 6.915 2.704 -4.183  -0.2151
C 5.811 2.280 -5.162  -0.2080
C 5.296 0.908 -4.705  -0.2137
S 5.560 0.845 -2.929  0.6568
O 6.525 -0.181 -2.631  -0.3108
O 4.284 0.876 -2.251  -0.3428
C 6.359 2.442 -2.787  -0.2348
H 7.189 3.750 -4.310  0.1175
H 7.809 2.100 -4.346  0.1222
H 4.998 3.008 -5.133  0.1178
H 6.175 2.236 -6.186  0.1166
H 4.236 0.771 -4.901  0.1035
H 5.864 0.091 -5.144  0.1075
H 7.120 2.391 -2.011  0.1057
H 5.593 3.169 -2.518  0.1086

Results
**E_LUMO**: -3.38 eV
**Net charge**: +1
**Strongest force on any atom**: 2.43 eV/A
**HOMO**: -10.67 eV

[2]
Here is C23H25N3O5S in the gas phase from the Open Molecules 2025 dataset. Energies are from ωB97M-V/def2-TZVPD.

Last column: natural (NBO) charge in e.
Element x y z (Å)
C 5.251 4.335 0.281  -0.5928
C 4.915 3.405 1.448  -0.4144
C 4.725 1.997 0.960  -0.0267
C 5.805 1.130 0.852  -0.2002
C 5.644 -0.149 0.356  -0.2562
C 4.387 -0.594 -0.041  0.2233
N 4.213 -1.900 -0.500  -0.8846
S 3.024 -2.342 -1.598  2.3172
O 2.735 -1.288 -2.519  -0.9137
O 3.460 -3.611 -2.098  -0.9333
C 1.615 -2.610 -0.529  -0.3549
C 1.768 -3.478 0.546  -0.1472
C 0.701 -3.729 1.375  -0.2485
C -0.536 -3.118 1.126  0.2649
N -1.611 -3.363 1.936  -0.5336
C -2.809 -2.795 1.700  0.1359
C -3.048 -1.948 0.663  -0.3094
C -4.451 -1.415 0.570  0.6725
O -5.280 -1.696 1.421  -0.6527
N -4.692 -0.648 -0.502  -0.6247
C -5.950 0.014 -0.720  -0.2508
C -5.805 1.533 -0.946  0.0943
C -4.806 1.883 -2.063  -0.4392
C -3.513 2.237 -1.313  -0.4523
C -3.938 2.281 0.166  -0.0681
O -5.350 2.215 0.202  -0.5225
C -1.981 -1.601 -0.261  0.5252
O -2.102 -0.838 -1.218  -0.6270
C -0.689 -2.246 0.034  -0.1943
C 0.414 -2.003 -0.791  -0.1142
C 3.298 0.263 0.068  -0.2658
C 3.475 1.544 0.556  -0.1823
H 6.167 4.011 -0.208  0.2048
H 5.386 5.355 0.633  0.2071
H 4.450 4.322 -0.454  0.2067
H 5.726 3.437 2.179  0.2060
H 4.003 3.754 1.935  0.2069
H 6.787 1.461 1.157  0.2118
H 6.495 -0.811 0.274  0.2053
H 5.058 -2.435 -0.624  0.4208
H 2.727 -3.943 0.706  0.2413
H 0.801 -4.400 2.216  0.2175
H -1.494 -3.991 2.720  0.4159
H -3.620 -3.031 2.376  0.2515
H -3.921 -0.470 -1.139  0.4353
H -6.453 -0.417 -1.595  0.1905
H -6.563 -0.163 0.167  0.2416
H -6.809 1.921 -1.154  0.1922
H -5.171 2.743 -2.624  0.2176
H -4.672 1.056 -2.757  0.2097
H -2.737 1.490 -1.470  0.2331
H -3.127 3.202 -1.635  0.2118
H -3.651 3.210 0.664  0.1842
H -3.505 1.441 0.726  0.1643
H 0.309 -1.337 -1.635  0.2699
H 2.323 -0.072 -0.246  0.2191
H 2.622 2.202 0.628  0.2113

Results
**E_LUMO**: -0.29 eV
**Net charge**: 0
**SMILES**: CCc1ccc(NS(=O)(=O)c2ccc3[nH]cc(C(=O)NC[C@@H]4CCCO4)c(=O)c3c2)cc1
**Strongest force on any atom**: 0.99 eV/A
**HOMO**: -8.57 eV

[3]
Here is C19H22N6 in the gas phase from the Open Molecules 2025 dataset. Energies are from ωB97M-V/def2-TZVPD.

Last column: natural (NBO) charge in e.
Element x y z (Å)
N -7.075 -1.647 -0.216  -0.8572
C -7.485 -0.339 0.291  -0.2110
C -6.533 0.132 1.394  -0.4535
C -5.163 0.400 0.877  0.3859
N -4.397 1.387 1.241  -0.4707
C -3.236 1.237 0.522  0.0712
C -2.072 1.997 0.507  -0.1953
C -1.058 1.601 -0.337  -0.2268
C -1.167 0.478 -1.168  -0.0038
C 0.001 0.102 -2.043  -0.4376
C 1.162 -0.346 -1.192  -0.0039
C 1.034 -1.520 -0.436  -0.2270
C 2.040 -1.986 0.381  -0.1953
C 3.217 -1.248 0.445  0.0711
N 4.375 -1.463 1.151  -0.4707
C 5.157 -0.468 0.851  0.3858
C 6.531 -0.257 1.384  -0.4535
C 7.493 0.262 0.311  -0.2109
N 7.108 1.605 -0.115  -0.8572
N 4.591 0.418 -0.021  -0.5712
C 3.342 -0.058 -0.313  0.1615
C 2.324 0.401 -1.132  -0.2637
C -2.317 -0.291 -1.158  -0.2641
C -3.342 0.098 -0.311  0.1615
N -4.583 -0.418 -0.051  -0.5713
H -7.681 -1.934 -0.977  0.3693
H -7.154 -2.342 0.520  0.3597
H -7.449 0.365 -0.545  0.1962
H -8.512 -0.342 0.688  0.1760
H -6.909 1.047 1.850  0.2450
H -6.479 -0.635 2.173  0.2138
H -1.976 2.865 1.139  0.2193
H -0.139 2.169 -0.366  0.2077
H 0.301 0.962 -2.647  0.2144
H -0.292 -0.705 -2.719  0.2145
H 0.106 -2.069 -0.502  0.2079
H 1.930 -2.891 0.955  0.2193
H 6.890 -1.205 1.783  0.2450
H 6.491 0.462 2.208  0.2138
H 7.445 -0.389 -0.566  0.1962
H 8.520 0.222 0.708  0.1759
H 7.719 1.926 -0.859  0.3692
H 7.202 2.254 0.661  0.3597
H 5.089 1.215 -0.395  0.4464
H 2.437 1.310 -1.707  0.2059
H -2.416 -1.162 -1.791  0.2060
H -5.066 -1.198 -0.475  0.4464

Results
**E_LUMO**: 0.81 eV
**Net charge**: 0
**SMILES**: NCCc1nc2ccc(Cc3ccc4nc(CCN)[nH]c4c3)cc2[nH]1
**Strongest force on any atom**: 0.84 eV/A
**HOMO**: -7.60 eV

[4]
Here is C30H39CaGeN5O6SSeSi as an isolated structure from the Open Molecules 2025 dataset. Energies are from ωB97M-V/def2-TZVPD.

Last column: natural (NBO) charge in e.
Element x y z (Å)
Ca 0.937 0.539 0.913  1.8043
O 1.177 4.718 5.777  -0.5812
C 1.092 3.910 4.872  0.3589
C 1.895 2.651 4.717  0.3402
O 2.773 2.240 5.473  -0.6387
C 1.438 2.020 3.485  0.2339
C 0.426 2.807 2.859  0.2632
O -0.121 2.501 1.760  -0.7931
C 0.168 4.003 3.682  0.3519
O -0.618 4.909 3.453  -0.6008
O 1.880 0.922 2.999  -0.8471
C -4.942 -4.460 0.496  -1.1172
Si -3.689 -3.359 -0.406  1.6610
C -2.555 -4.524 -1.348  -1.1198
C -4.709 -2.307 -1.586  -1.1181
C -2.781 -2.370 0.893  -0.5149
C -3.038 -2.533 2.245  -0.1625
C -2.354 -1.793 3.207  -0.3255
C -1.418 -0.890 2.749  0.0815
N -1.120 -0.721 1.462  -0.6062
C -1.775 -1.432 0.515  0.0822
S -1.346 -1.157 -1.118  -0.4623
H -5.494 -5.058 -0.235  0.2187
H -5.669 -3.871 1.061  0.2233
H -4.453 -5.151 1.187  0.2234
H -3.091 -5.009 -2.170  0.2126
H -2.175 -5.304 -0.684  0.2231
H -1.711 -3.968 -1.754  0.2704
H -5.369 -2.941 -2.185  0.2115
H -4.056 -1.735 -2.244  0.2585
H -5.330 -1.603 -1.025  0.2276
H -3.790 -3.248 2.566  0.1920
H -2.541 -1.911 4.265  0.2026
H -0.842 -0.284 3.442  0.2006
O 2.314 -0.755 -0.332  -0.8394
C 3.219 -0.706 -1.222  0.4170
C 3.623 -1.896 -1.903  -0.2927
C 4.580 -1.900 -2.885  -0.2041
C 5.211 -0.711 -3.275  -0.3249
C 4.847 0.458 -2.639  -0.1960
C 3.888 0.500 -1.619  -0.1815
C 3.573 1.777 -0.986  0.3708
N 2.517 2.106 -0.260  -0.5778
C 2.650 3.432 0.081  -0.0768
C 3.806 3.923 -0.432  -0.1218
N 4.383 2.868 -1.107  -0.5329
H 3.115 -2.805 -1.605  0.2138
H 4.839 -2.833 -3.375  0.1902
H 5.948 -0.700 -4.067  0.1901
H 5.309 1.380 -2.980  0.1744
H 1.898 3.927 0.675  0.2399
H 4.267 4.892 -0.373  0.2052
H 5.281 2.872 -1.553  0.4064
C 4.676 -3.190 3.904  -0.3877
N 3.711 -2.108 4.027  -0.4720
C 4.281 -0.761 4.067  -0.4144
C 2.555 -2.317 3.391  0.4435
N 1.543 -2.571 2.892  -0.4062
H 5.357 -3.151 4.755  0.1888
H 5.263 -3.106 2.982  0.1814
H 4.159 -4.148 3.905  0.2088
H 4.951 -0.705 4.926  0.1829
H 3.490 -0.019 4.178  0.2921
H 4.849 -0.549 3.154  0.1769
C -5.002 2.726 -3.915  -1.0891
Ge -3.454 1.984 -2.926  1.6280
C -4.045 1.329 -1.187  -1.0987
C -2.689 0.554 -4.021  -1.0992
C -2.188 3.462 -2.644  -1.0488
Se -0.640 2.990 -1.543  0.3171
C 0.300 1.899 -2.867  -0.8006
H -5.723 1.935 -4.132  0.2183
H -4.685 3.167 -4.863  0.2130
H -5.506 3.497 -3.330  0.2179
H -4.834 0.585 -1.306  0.2210
H -4.423 2.150 -0.576  0.2212
H -3.202 0.859 -0.678  0.2762
H -3.452 -0.204 -4.209  0.2240
H -1.867 0.076 -3.490  0.2640
H -2.337 0.936 -4.981  0.2104
H -2.704 4.237 -2.071  0.2334
H -1.844 3.921 -3.572  0.2159
H -0.236 1.955 -3.814  0.2077
H 0.327 0.864 -2.529  0.2432
H 1.311 2.279 -2.993  0.2171

Results
**E_LUMO**: 4.11 eV
**Net charge**: -2
**Strongest force on any atom**: 0.46 eV/A
**HOMO**: -1.75 eV